Entry 1:
{
  "formula": "C41H40Cl3IrN5OS2Si",
  "method": "ωB97M-V with the def2-TZVPD basis set",
  "species": ["Ir", "C", "Si", "C", "C", "C", "C", "C", "C", "N", "C", "S", "H", "H", "H", "H", "H", "H", "H", "H", "H", "H", "H", "H", "C", "C", "C", "C", "N", "C", "C", "C", "C", "C", "C", "C", "H", "H", "H", "H", "H", "H", "H", "H", "N", "C", "C", "C", "C", "C", "C", "H", "H", "H", "H", "H", "H", "H", "Cl", "C", "C", "C", "C", "C", "C", "N", "C", "C", "N", "C", "O", "C", "C", "C", "Cl", "S", "C", "C", "C", "Cl", "C", "H", "H", "H", "H", "H", "H", "H", "H", "H", "H", "H", "H", "H"],
  "xyz": [[-1.4828, 1.4774, -0.2225], [2.8545, 3.6850, 4.2775], [2.8957, 2.0871, 3.3057], [3.6274, 0.7157, 4.3569], [3.8896, 2.3503, 1.7518], [1.0696, 1.6128, 3.0276], [0.3313, 1.3274, 4.1704], [-1.0171, 0.9809, 4.1184], [-1.6341, 0.9651, 2.8905], [-0.9575, 1.2584, 1.7739], [0.3682, 1.5328, 1.8153], [0.9688, 1.7618, 0.1897], [3.8576, 3.9448, 4.6237], [2.2098, 3.6170, 5.1560], [2.4941, 4.5099, 3.6591], [4.7074, 0.6530, 4.2077], [3.2016, -0.2569, 4.1069], [3.4567, 0.8954, 5.4207], [4.9174, 2.5732, 2.0522], [3.5173, 3.1945, 1.1707], [3.9105, 1.4770, 1.1016], [0.8172, 1.3660, 5.1401], [-1.5744, 0.7400, 5.0118], [-2.6725, 0.6979, 2.7684], [-0.9468, 2.0751, -4.4551], [-2.2489, 2.0336, -4.9373], [-3.2902, 1.8141, -4.0576], [-3.0228, 1.6304, -2.7055], [-1.7552, 1.6947, -2.2519], [-0.7448, 1.9098, -3.1024], [-4.0283, 1.4351, -1.6539], [-5.3904, 1.3234, -1.9162], [-6.2889, 1.2186, -0.8690], [-5.8226, 1.2516, 0.4366], [-4.4579, 1.3391, 0.6953], [-3.5231, 1.4013, -0.3381], [-0.1041, 2.2473, -5.1085], [-2.4476, 2.1825, -5.9903], [-4.3126, 1.7983, -4.4051], [0.2419, 1.9583, -2.6606], [-5.7558, 1.3156, -2.9357], [-7.3477, 1.1255, -1.0683], [-6.5255, 1.2047, 1.2590], [-4.1344, 1.3808, 1.7271], [-1.6041, 3.5628, 0.1918], [-1.8107, 4.4100, -0.9597], [-3.0988, 4.7113, -1.3702], [-3.2834, 5.4664, -2.5195], [-2.1906, 5.9130, -3.2487], [-0.9053, 5.6080, -2.8220], [-0.7096, 4.8530, -1.6754], [-0.7179, 3.7909, 0.6409], [-2.3566, 3.6812, 0.8639], [-3.9501, 4.3477, -0.8058], [-4.2877, 5.7075, -2.8420], [-2.3396, 6.5068, -4.1403], [-0.0489, 5.9612, -3.3810], [0.2895, 4.5994, -1.3387], [5.5653, -7.3188, -2.9044], [4.2848, -6.3554, -2.2519], [3.2701, -6.9581, -1.5267], [2.2580, -6.1727, -1.0013], [2.2360, -4.7967, -1.1911], [1.1333, -3.9462, -0.6053], [0.0643, -3.6215, -1.6391], [-0.7829, -2.5483, -1.1402], [-1.9465, -2.6970, -0.4274], [-2.3328, -1.4476, -0.0602], [-1.4075, -0.5451, -0.5391], [-0.4796, -1.2420, -1.1647], [0.4850, -4.5847, 0.4783], [0.8341, -4.0553, 1.7648], [2.3122, -4.0198, 2.0011], [3.0921, -2.9085, 1.8732], [2.5558, -1.3265, 1.4578], [4.7579, -3.2234, 2.1124], [4.4338, -4.8819, 2.3973], [3.1093, -5.1633, 2.3089], [3.2676, -4.2298, -1.9309], [3.3063, -2.5041, -2.1929], [4.2961, -4.9869, -2.4632], [3.2800, -8.0278, -1.3724], [1.4689, -6.6258, -0.4165], [1.5652, -2.9991, -0.2768], [-0.5601, -4.4988, -1.8033], [0.5059, -3.3177, -2.5867], [-2.3855, -3.6632, -0.2552], [-3.2140, -1.1254, 0.4648], [0.3996, -0.8386, -1.6396], [0.3487, -4.7138, 2.4835], [0.4093, -3.0524, 1.8722], [5.2443, -5.5569, 2.6190], [2.6970, -6.1523, 2.4515], [5.0915, -4.5198, -3.0254]],
  "gap_ev": 7.9,
  "e_above_lowest_kj_mol": 0.0,
  "total_energy_ha": -4506.1600,
  "charge": 1
}

***

Entry 2:
{
  "formula": "C41H40N7O7PW",
  "method": "ωB97M-V with the def2-TZVPD basis set",
  "species": ["W", "C", "C", "N", "C", "C", "N", "C", "C", "N", "C", "C", "N", "C", "C", "C", "C", "C", "C", "C", "N", "H", "H", "H", "H", "H", "H", "H", "H", "H", "H", "H", "H", "H", "H", "H", "H", "H", "H", "H", "H", "H", "H", "H", "O", "C", "C", "C", "C", "C", "C", "C", "P", "C", "C", "C", "C", "C", "C", "C", "C", "C", "C", "C", "C", "H", "H", "H", "H", "H", "H", "H", "H", "H", "H", "H", "H", "H", "H", "O", "C", "O", "C", "C", "C", "C", "C", "C", "N", "O", "O", "N", "O", "O", "H", "H", "H"],
  "xyz": [[0.3240, 0.0416, 0.5735], [1.2989, 2.9881, 3.7181], [0.6727, 2.1170, 2.6811], [1.3429, 1.3574, 1.8713], [2.8042, 1.2947, 1.8548], [3.1742, -0.1681, 1.9158], [2.3904, -0.9311, 0.8936], [3.1239, -1.2038, -0.3827], [2.7228, -0.2544, -1.4871], [1.2607, -0.0363, -1.4481], [0.3718, -0.6639, -2.4466], [-1.0214, -0.0723, -2.2194], [-1.2774, 0.1346, -0.7782], [-2.4218, 0.6329, -0.3702], [-3.5891, 0.7875, -1.2786], [-2.3787, 1.1867, 0.9644], [-3.3764, 1.9334, 1.5787], [-3.0589, 2.7373, 2.6594], [-1.7280, 2.8462, 3.0680], [-0.7683, 2.0590, 2.4668], [-1.1237, 1.1671, 1.4964], [2.0474, 3.6460, 3.2774], [1.7869, 2.3652, 4.4714], [0.5676, 3.6083, 4.2249], [3.2485, 1.8339, 2.6921], [3.1406, 1.7718, 0.9270], [2.8939, -0.5723, 2.8907], [4.2433, -0.3248, 1.7584], [2.2085, -1.8495, 1.3104], [2.8788, -2.2246, -0.6649], [4.2005, -1.1724, -0.2013], [3.0366, -0.6388, -2.4612], [3.1895, 0.7263, -1.3610], [1.1250, 0.9808, -1.5508], [0.3810, -1.7509, -2.3363], [0.7150, -0.4204, -3.4568], [-1.7840, -0.7211, -2.6597], [-1.0968, 0.9097, -2.7016], [-3.8318, -0.1506, -1.7784], [-3.3395, 1.5240, -2.0457], [-4.4720, 1.1406, -0.7573], [-4.3788, 1.9353, 1.1813], [-3.8222, 3.3346, 3.1345], [-1.4541, 3.5513, 3.8374], [0.5460, -0.6825, 3.5467], [-0.1078, -0.9081, 2.5429], [-1.3496, -1.7389, 2.6604], [-2.1184, -1.7555, 3.8200], [-3.1935, -2.6251, 3.8905], [-3.4661, -3.4974, 2.8342], [-2.6799, -3.5010, 1.6942], [-1.6286, -2.5899, 1.6035], [-0.3984, -2.5247, 0.2844], [-1.3222, -3.2016, -1.1393], [-0.9109, -4.2807, -1.9194], [-1.7135, -4.7483, -2.9527], [-2.9377, -4.1574, -3.2143], [-3.3776, -3.1082, -2.4164], [-2.5789, -2.6406, -1.3887], [0.8681, -3.7421, 0.7712], [0.9610, -4.1335, 2.1090], [1.9474, -5.0231, 2.5133], [2.8451, -5.5403, 1.5935], [2.7631, -5.1610, 0.2599], [1.7873, -4.2653, -0.1451], [-1.8642, -1.1025, 4.6428], [-3.8170, -2.6434, 4.7726], [-4.2948, -4.1874, 2.9100], [-2.8807, -4.2024, 0.8972], [0.0132, -4.7962, -1.7254], [-1.3798, -5.5892, -3.5427], [-3.5579, -4.5246, -4.0187], [-4.3500, -2.6692, -2.5846], [-2.9559, -1.8528, -0.7450], [0.2592, -3.7635, 2.8440], [2.0004, -5.3200, 3.5508], [3.6024, -6.2419, 1.9108], [3.4538, -5.5666, -0.4650], [1.7463, -3.9879, -1.1902], [-1.3701, 3.1830, -0.7291], [-0.1718, 3.0938, -0.9413], [0.6171, 2.1706, -0.4882], [0.5107, 4.1168, -1.8003], [-0.1769, 5.2787, -2.1391], [0.4476, 6.1978, -2.9580], [1.7182, 6.0178, -3.4745], [2.3572, 4.8489, -3.1121], [1.7933, 3.9055, -2.2811], [3.7145, 4.5827, -3.6290], [4.2209, 3.5372, -3.2888], [4.2152, 5.4195, -4.3313], [-0.2837, 7.4360, -3.3116], [0.2496, 8.1786, -4.0921], [-1.3478, 7.6116, -2.7724], [-1.1780, 5.4597, -1.7777], [2.1767, 6.7502, -4.1225], [2.3706, 3.0280, -2.0168]],
  "gap_ev": [5.9, 7.0],
  "e_above_lowest_kj_mol": 3.4,
  "s2": 2.029,
  "spin_multiplicity": 3,
  "total_energy_ha": -2904.2090,
  "charge": 2
}